Record 1
Here is a molecular structure, C4H15N3O in a non-equilibrium geometry from the OMol25 dataset. Energies are from ωB97M-V/def2-TZVPD.

```
23
Properties=species:S:1:pos:R:3:forces:R:3
N -0.773 1.052 -0.610 0.2 -0.4 1.0
C -0.630 0.397 -1.907 -0.8 -1.5 -0.2
C 0.808 0.054 -2.231 0.5 -0.8 -0.6
N 0.908 -0.644 -3.537 0.4 0.7 -0.2
H -1.137 0.421 0.257 0.5 1.5 -2.1
H 0.450 1.222 -0.021 0.5 -0.7 1.7
H -1.119 1.999 -0.699 -0.6 -0.3 0.3
H -1.180 -0.565 -1.852 0.2 0.2 0.0
H -1.108 0.883 -2.770 0.2 0.4 0.5
H 1.436 0.951 -2.279 -0.1 -0.1 0.1
H 1.216 -0.639 -1.486 -0.1 0.6 0.5
H 1.878 -0.946 -3.650 -0.4 0.1 0.0
H 0.350 -1.484 -3.536 -0.2 -0.2 0.2
C -0.962 -0.863 3.065 0.4 -0.2 -0.6
N -0.443 -0.455 1.742 0.0 0.1 0.1
C 0.690 0.493 1.974 -0.2 0.2 -0.1
O 1.276 1.045 0.842 -0.6 -0.4 -0.5
H -0.198 -1.496 3.564 -0.5 0.2 0.2
H -1.918 -1.401 2.992 0.4 0.1 -0.1
H -1.125 0.046 3.657 0.0 -0.3 0.0
H -0.076 -1.287 1.254 -0.2 0.4 0.2
H 1.398 -0.066 2.616 0.4 0.4 -0.3
H 0.261 1.285 2.615 0.0 -0.1 0.0
```
Positions in Å, forces in eV/Å.

total charge: -1
HOMO-LUMO gap (spin up / spin down): 2.63 / 9.25 eV
<S²>: 0.7504
maximum force: 0.0516 Eh/bohr
HOMO level (spin up / spin down): 1.26 / -5.31 eV
spin multiplicity: 2
energy above the lowest of the compared OMol25 structures with the same formula, charge and spin: 36.6 kcal/mol

Charges in e, computed with Mulliken, in the same order as the atoms: atom 1 (N): -0.20, atom 2 (C): -2.00, atom 3 (C): -0.56, atom 4 (N): -0.66, atom 5 (H): 0.62, atom 6 (H): 0.28, atom 7 (H): 0.54, atom 8 (H): 0.44, atom 9 (H): 0.36, atom 10 (H): 0.22, atom 11 (H): 0.09, atom 12 (H): 0.26, atom 13 (H): 0.49, atom 14 (C): -1.95, atom 15 (N): 0.08, atom 16 (C): -0.75, atom 17 (O): -0.55, atom 18 (H): 0.18, atom 19 (H): 0.95, atom 20 (H): 0.22, atom 21 (H): 0.26, atom 22 (H): 0.30, atom 23 (H): 0.35



Record 2
Here is a single C5H10OS molecule in a non-equilibrium geometry from the OMol25 dataset. Energies are from ωB97M-V/def2-TZVPD.

```
17
Properties=species:S:1:pos:R:3:forces:R:3
C 0.774 -0.616 -0.673 2.7 -2.2 1.0
C -0.004 -0.084 0.496 -2.2 0.3 0.9
C -1.537 -0.616 0.654 1.9 -0.4 -3.8
C -0.080 1.473 0.445 0.2 -1.0 -2.0
C -2.297 -0.938 -0.438 0.7 0.3 2.5
O 2.728 0.566 0.968 0.5 1.0 1.9
S 2.757 -0.362 -0.150 -2.2 -1.5 -0.7
H 0.865 -1.727 -0.819 -0.8 0.9 0.4
H 0.724 -0.187 -1.631 -0.5 1.0 -1.1
H 0.632 -0.305 1.384 -0.9 -0.2 -0.2
H -1.902 -0.767 1.634 -0.4 0.0 0.9
H 0.982 1.736 0.416 -0.5 0.8 0.3
H -0.656 1.899 1.261 0.2 0.0 0.1
H -0.561 1.738 -0.550 0.4 -0.1 1.2
H 2.932 0.398 -1.201 0.3 0.7 -1.4
H -3.294 -1.317 -0.321 -0.5 0.0 0.5
H -2.064 -0.892 -1.475 0.9 0.3 -0.5
```
Positions in Å, forces in eV/Å.

HOMO-LUMO gap: 9.88 eV
maximum force: 0.0830 Eh/bohr
HOMO level: -9.22 eV
energy above the lowest of the compared OMol25 structures with the same formula, charge and spin: 70.1 kcal/mol

Charges in e, computed with Mulliken, in the same order as the atoms: atom 1 (C): -1.12, atom 2 (C): 0.32, atom 3 (C): -0.37, atom 4 (C): -1.12, atom 5 (C): -0.83, atom 6 (O): -0.55, atom 7 (S): 0.33, atom 8 (H): 0.40, atom 9 (H): 0.52, atom 10 (H): 0.36, atom 11 (H): 0.39, atom 12 (H): 0.33, atom 13 (H): 0.36, atom 14 (H): 0.28, atom 15 (H): 0.15, atom 16 (H): 0.27, atom 17 (H): 0.28



Record 3
Here is a molecular structure, C41H42N7O2S2TeTi in a non-equilibrium geometry from the OMol25 dataset. Energies are from ωB97M-V/def2-TZVPD.

```
96
Properties=species:S:1:pos:R:3:forces:R:3
Ti 0.403 0.481 -0.594 0.8 -0.9 0.6
N -2.310 0.633 3.410 0.0 0.0 0.1
C -2.115 1.037 2.087 0.0 0.0 0.0
S -3.408 0.842 0.982 -0.1 0.0 0.0
N -0.938 1.570 1.882 -0.1 -0.2 -0.2
N -0.679 1.863 0.543 0.2 0.4 -0.2
C -0.770 3.089 0.205 -0.1 0.2 0.1
C -0.444 3.679 -1.085 0.0 0.0 -0.2
C -0.676 5.052 -1.213 0.0 0.0 0.0
C -0.448 5.737 -2.390 0.0 0.0 0.0
C 0.031 5.029 -3.490 0.0 0.0 0.0
C 0.272 3.675 -3.398 0.1 -0.1 0.0
C 0.053 2.959 -2.204 -0.1 0.3 0.0
O 0.288 1.672 -2.174 -0.1 0.1 0.2
H -3.021 -0.079 3.475 0.0 0.0 0.0
H -1.438 0.390 3.864 -0.1 0.0 0.0
H -1.139 3.781 0.961 0.0 0.0 0.0
H -1.056 5.583 -0.347 0.0 0.0 0.0
H -0.639 6.801 -2.456 0.0 0.0 0.0
H 0.218 5.541 -4.427 0.0 0.0 0.0
H 0.656 3.118 -4.245 0.0 0.0 0.0
N 0.924 -2.683 -3.457 -0.1 -0.2 0.1
C 1.338 -1.399 -3.274 -0.1 0.2 -0.2
N 0.645 -0.456 -3.957 0.1 -0.2 -0.1
S 2.643 -1.011 -2.307 -0.1 0.0 0.0
H -0.067 -2.814 -3.630 0.1 0.0 0.0
H 1.294 -3.315 -2.763 0.0 0.0 0.0
H -0.313 -0.689 -4.187 0.1 0.0 0.0
H 0.744 0.478 -3.567 0.0 0.1 -0.1
C -1.005 -4.955 8.526 0.0 0.0 0.0
C -0.594 -4.255 7.256 0.0 0.0 0.0
C -0.232 -4.971 6.124 0.0 0.0 0.0
C 0.153 -4.335 4.946 0.0 -0.1 -0.1
C 0.488 -5.182 3.745 0.0 -0.1 0.0
C 0.206 -2.934 4.880 -0.2 0.0 0.0
Te 0.673 -1.922 2.992 0.1 0.2 -0.1
N 1.464 -0.611 0.807 -0.3 0.0 -0.2
C 2.293 0.375 0.890 0.0 0.2 -0.1
O 2.216 1.399 0.076 -0.1 0.0 0.2
C 3.390 0.470 1.918 0.0 0.0 0.0
C 4.500 -0.363 1.858 0.0 0.0 0.0
C 5.532 -0.226 2.778 0.0 0.0 0.0
C 5.450 0.728 3.782 0.0 0.0 0.0
C 4.332 1.552 3.857 0.0 0.0 0.0
C 3.313 1.431 2.923 0.0 0.0 0.0
C 2.599 -2.830 2.945 0.0 0.0 0.1
C 3.002 -3.596 1.842 0.0 0.1 0.0
C 2.128 -3.788 0.637 0.0 0.0 0.0
C 4.264 -4.188 1.851 0.0 0.0 0.0
C 5.127 -4.066 2.929 0.0 0.0 0.0
C 6.490 -4.707 2.915 0.0 0.0 0.0
C 4.705 -3.319 4.018 0.0 0.0 0.0
C 3.465 -2.687 4.041 0.0 0.0 0.0
C 3.131 -1.844 5.241 0.0 0.0 0.0
C -0.157 -2.203 6.024 -0.1 0.0 0.0
C -0.101 -0.694 6.109 0.0 0.0 0.0
C -0.557 -2.872 7.182 0.0 0.0 0.0
H -1.167 -6.019 8.351 0.0 0.0 0.0
H -1.927 -4.535 8.931 0.0 0.0 0.0
H -0.237 -4.858 9.298 0.0 0.0 0.0
H -0.260 -6.057 6.150 0.0 0.0 0.0
H 0.431 -6.243 3.994 0.0 0.0 0.0
H 1.490 -4.968 3.368 -0.1 -0.1 0.1
H -0.208 -4.978 2.927 0.0 0.0 0.0
H 4.546 -1.126 1.089 0.0 0.0 0.0
H 6.393 -0.882 2.720 0.0 0.0 0.0
H 6.250 0.827 4.507 0.0 0.0 0.0
H 4.257 2.294 4.644 0.0 0.0 0.0
H 2.443 2.075 2.962 0.0 0.0 0.0
H 1.148 -4.179 0.924 0.0 0.0 0.0
H 2.595 -4.482 -0.066 0.0 0.0 0.0
H 1.968 -2.825 0.146 -0.1 0.0 0.0
H 4.575 -4.761 0.982 0.0 0.0 0.0
H 6.662 -5.241 1.980 0.0 0.0 0.0
H 6.605 -5.419 3.736 0.0 0.0 0.0
H 7.279 -3.958 3.021 0.0 0.0 0.0
H 5.373 -3.186 4.865 0.0 0.0 0.0
H 4.041 -1.591 5.788 0.0 0.0 0.0
H 2.452 -2.368 5.917 0.1 0.0 0.0
H 2.643 -0.917 4.937 0.0 0.0 0.0
H -0.029 -0.214 5.135 0.1 -0.1 0.1
H 0.782 -0.386 6.677 0.0 0.0 0.0
H -0.979 -0.305 6.628 0.0 0.0 0.0
H -0.844 -2.283 8.050 0.0 0.0 0.0
N -4.332 -4.917 -3.240 0.0 0.1 0.0
C -3.665 -4.083 -2.802 -0.1 -0.2 -0.1
C -2.824 -3.056 -2.271 0.0 0.1 0.0
C -2.815 -1.782 -2.849 0.0 0.1 0.0
C -1.987 -0.800 -2.331 0.0 -0.1 0.0
C -1.108 -1.025 -1.254 0.2 0.1 0.1
C -1.178 -2.308 -0.683 0.0 0.0 0.0
C -2.013 -3.306 -1.164 0.1 0.0 0.0
H -3.474 -1.572 -3.685 0.0 0.0 0.0
H -2.019 0.185 -2.790 0.0 0.0 0.0
H -0.566 -2.529 0.185 0.0 0.0 0.0
H -2.040 -4.282 -0.690 0.0 0.0 0.0
```
Positions in Å, forces in eV/Å.

total charge: -2
HOMO-LUMO gap (spin up / spin down): 5.75 / 5.98 eV
<S²>: 0.7574
maximum force: 0.0266 Eh/bohr
HOMO level (spin up / spin down): -1.95 / -2.18 eV
spin multiplicity: 2
energy above the lowest of the compared OMol25 structures with the same formula, charge and spin: 25.3 kcal/mol

Charges in e, computed with Mulliken, in the same order as the atoms: atom 1 (Ti): -1.06, atom 2 (N): -0.49, atom 3 (C): 0.08, atom 4 (S): -0.53, atom 5 (N): -1.05, atom 6 (N): 1.06, atom 7 (C): -0.53, atom 8 (C): 0.79, atom 9 (C): -0.76, atom 10 (C): -0.74, atom 11 (C): -0.46, atom 12 (C): -0.68, atom 13 (C): 0.40, atom 14 (O): 0.04, atom 15 (H): 0.29, atom 16 (H): 0.21, atom 17 (H): 0.15, atom 18 (H): 0.34, atom 19 (H): 0.36, atom 20 (H): 0.38, atom 21 (H): 0.39, atom 22 (N): -0.49, atom 23 (C): 0.28, atom 24 (N): -0.44, atom 25 (S): -0.39, atom 26 (H): 0.24, atom 27 (H): 0.29, atom 28 (H): 0.33, atom 29 (H): 0.17, atom 30 (C): -1.62, atom 31 (C): 0.86, atom 32 (C): -1.02, atom 33 (C): 1.00, atom 34 (C): -1.05, atom 35 (C): -0.79, atom 36 (Te): 0.65, atom 37 (N): 0.76, atom 38 (C): 0.31, atom 39 (O): -0.68, atom 40 (C): -0.32, atom 41 (C): 0.13, atom 42 (C): -0.48, atom 43 (C): -0.63, atom 44 (C): -0.55, atom 45 (C): -0.43, atom 46 (C): 0.19, atom 47 (C): 1.05, atom 48 (C): -1.19, atom 49 (C): -1.28, atom 50 (C): 0.88, atom 51 (C): -1.71, atom 52 (C): -0.95, atom 53 (C): 1.44, atom 54 (C): -1.84, atom 55 (C): 1.75, atom 56 (C): -1.75, atom 57 (C): -0.76, atom 58 (H): 0.34, atom 59 (H): 0.37, atom 60 (H): 0.29, atom 61 (H): 0.23, atom 62 (H): 0.37, atom 63 (H): 0.07, atom 64 (H): 0.20, atom 65 (H): 0.38, atom 66 (H): 0.39, atom 67 (H): 0.37, atom 68 (H): 0.37, atom 69 (H): 0.45, atom 70 (H): 0.03, atom 71 (H): 0.47, atom 72 (H): -0.05, atom 73 (H): 0.22, atom 74 (H): 0.38, atom 75 (H): 0.32, atom 76 (H): 0.31, atom 77 (H): 0.31, atom 78 (H): 0.44, atom 79 (H): 0.32, atom 80 (H): 0.11, atom 81 (H): -0.29, atom 82 (H): 0.29, atom 83 (H): 0.55, atom 84 (H): 0.39, atom 85 (N): -0.65, atom 86 (C): -0.05, atom 87 (C): 0.59, atom 88 (C): -0.63, atom 89 (C): -0.82, atom 90 (C): 0.93, atom 91 (C): 0.29, atom 92 (C): -0.74, atom 93 (H): 0.42, atom 94 (H): 0.43, atom 95 (H): 0.00, atom 96 (H): 0.45



energy above the lowest of the compared OMol25 structures with the same formula, charge and spin of number 3 (C41H42N7O2S2TeTi)?
25.3 kcal/mol



Look up the maximum force of the third one.
0.0266 Eh/bohr



Among the records above, which one has the highest energy above the lowest of the compared OMol25 structures with the same formula, charge and spin?
C5H10OS



Among the records above, which one has the highest energy above the lowest of the compared OMol25 structures with the same formula, charge and spin?
C5H10OS